ORCA calculation (ωB97M-V with the def2-TZVPD basis set) on a structure of composition C37H37AuCl3N4O4PS2.

Geometry as XYZ:
```
89
Properties=species:S:1:pos:R:3:mulliken_spin:R:1
H 3.82671 4.15252 0.17733 0.0021
C -2.02455 1.63617 -1.82728 -0.0240
C -2.14466 -6.23607 -4.65332 0.3226
P -1.42412 1.99970 -0.15006 0.3359
N 2.63569 -0.30897 0.53346 0.0052
H 0.27817 -1.58301 3.71673 0.0020
H 2.40209 -0.28091 3.21447 -0.0002
H -2.85511 -4.13189 -2.89999 0.0156
H -1.28956 3.40492 -2.80394 0.0008
H 0.43301 -2.36261 2.13944 0.0007
C 2.18237 -1.26335 2.78309 -0.0015
H -0.07400 3.44179 1.80700 -0.0118
H 2.62794 -2.34723 0.97466 0.0013
H 4.00108 -1.47347 1.66974 0.0006
C -0.12943 -5.92877 -3.59795 0.1056
C 0.05505 -7.16088 -4.21213 0.3160
H -1.15380 -1.31717 -2.79407 0.0017
C 1.92962 3.85155 1.13599 -0.0196
H 0.77642 2.39772 -2.25958 0.0108
C -0.46227 -1.56067 -5.50246 -0.0028
H -3.68950 0.80002 -5.21533 0.0001
H -5.06608 6.25928 0.72218 0.0012
C -4.74008 4.15045 0.93873 -0.0100
C -2.18697 4.65298 -0.02799 0.0225
Au 0.29630 -0.18679 -0.17334 0.0979
C -0.20427 -0.93559 -3.11109 0.0127
C 0.20861 2.86032 -0.23795 0.0827
H 2.57693 -2.01337 3.46928 0.0001
H -4.14342 2.09883 1.05562 0.0075
O -1.79963 -1.42717 -0.56986 0.0071
H 2.09922 -0.34076 -5.27358 0.0001
O -2.63548 0.55805 0.53238 0.1084
C 2.81310 3.79220 0.06366 0.0491
Cl 1.38806 -4.29352 -6.89863 0.0082
Cl -2.34991 -5.27930 -10.61103 0.0046
H -5.73548 3.95274 1.31283 -0.0003
H -1.37366 -0.99119 -5.69516 -0.0005
C 2.38763 3.29100 -1.15813 -0.0234
H -1.19569 4.86148 -0.40484 0.0035
Cl -3.72237 -5.99896 -5.14892 0.1488
C -3.84562 3.10177 0.79203 0.0271
H 0.62106 -5.45535 -2.98132 0.0051
H 2.24823 4.26107 2.08562 -0.0001
H -1.17635 -3.72552 -2.50424 -0.0049
C -3.43249 0.19052 -3.17858 0.0008
H -4.06104 -0.68808 -3.24984 0.0001
H 0.93625 -7.78507 -4.17127 0.0065
C -2.56114 3.34749 0.30699 0.0885
H -2.28258 2.81843 -4.98134 -0.0002
C -1.84782 2.48444 -2.91558 -0.0067
C -0.27166 -4.23338 -7.39355 0.0172
H -3.29814 -3.20036 -6.34698 0.0047
H 0.15231 -5.16031 -9.28084 -0.0002
C -2.43032 2.16194 -4.13405 -0.0016
H 3.16361 -0.42414 -0.32326 -0.0011
C -4.36710 5.44258 0.60270 0.0188
H 0.18280 -1.51319 -6.37706 0.0008
C 1.09805 2.79866 -1.30794 0.0387
C -1.23243 -3.67050 -6.55203 0.0213
C -2.54923 -3.63528 -6.99590 0.0003
N 0.68254 -0.37716 -2.31264 -0.0002
H -2.79600 6.69679 -0.15195 0.0002
H 2.64018 0.42045 -2.69312 0.0009
H -3.93436 -4.10240 -8.56813 -0.0005
C -1.38486 -5.38195 -3.83293 0.0488
S -1.29939 -7.68066 -5.10994 -0.0536
S -2.93865 -0.50262 -0.52516 -0.0106
C -2.82432 0.50592 -1.97894 0.0272
C 0.66727 -1.45801 2.70278 0.0066
C -0.60838 -4.74144 -8.63693 -0.0071
H 3.06290 3.28674 -2.00475 -0.0002
C 1.50452 -0.42792 -4.38112 0.0018
C 1.76225 -0.05336 -3.09664 0.0041
C 0.63456 3.38646 0.98665 0.0981
C 2.92815 -1.41573 1.45937 -0.0013
O -1.92434 -3.04455 -4.31030 0.0146
H 2.90139 0.57959 0.94707 0.0006
O -4.21970 -1.10402 -0.37566 0.0188
C -2.90763 -4.14106 -8.23178 0.0103
N 0.24860 -0.98311 -4.37480 0.0004
C -1.92880 -4.68763 -9.05821 0.0124
N -0.01936 -0.32728 2.04056 0.0384
C -1.84606 -4.05124 -3.30673 0.0175
H 0.02429 -3.53332 -4.82121 -0.0016
C -3.09125 5.69193 0.11874 -0.0064
H 0.22420 0.54249 2.50453 -0.0064
C -0.84969 -3.02520 -5.23824 -0.0099
C -3.21859 1.02513 -4.26728 0.0046
H -1.02778 -0.43320 2.10666 -0.0034
```

Properties
**2S+1**: 3
**LUMO level (alpha / beta)**: -0.22671 / -0.34654 Ha
**Total charge**: +2
**Highest occupied orbital energy (alpha / beta)**: -11.35 / -11.84 eV


ORCA calculation (ωB97M-V with the def2-TZVPD basis set) on a structure of composition C37H37BN5O6STa.

Geometry as XYZ:
```
88
Properties=species:S:1:pos:R:3:lowdin_charge:R:1
C -2.76136 2.35435 4.38877 -0.0233
H 0.17885 -7.32490 -1.01056 0.0910
H -3.21324 3.24799 4.82459 0.1051
C -2.43443 -1.32825 3.32915 0.0403
H -6.34194 1.48228 -1.81060 0.1219
O 0.84700 -1.79037 -0.42436 0.1378
N -1.16046 2.24060 -1.05128 -0.1021
H -2.70451 1.59942 5.17155 0.0868
C 2.19428 1.70744 0.35255 -0.6550
N -2.98189 -0.00003 1.42878 0.1554
H -5.17625 0.43888 0.12482 0.1221
C -2.54330 2.10377 -1.30690 -0.1923
H -1.29013 4.86318 -0.63708 0.1164
C 1.00678 2.78276 4.08365 -0.0212
C 1.10057 3.39143 2.84823 -0.2793
H 1.21408 -6.61927 -4.55634 0.0794
C -0.82854 -3.46002 -3.09407 0.0390
C -4.55749 2.43310 -2.55145 -0.0073
C -2.01390 -0.50812 2.30526 -0.2985
C -3.20184 2.67052 -2.39422 0.0278
C -0.14626 -1.52104 3.97290 -0.0007
B -0.09103 -0.85781 -0.81121 -0.5493
C -0.51766 3.26695 -1.84619 -0.3304
H -3.43716 2.00476 3.60663 0.0774
H -0.34701 -7.40217 -2.69542 0.0821
H 1.89209 2.54842 4.66055 0.1283
H -2.66548 3.28899 -3.09831 0.1279
O 1.46452 1.20619 1.36708 -0.2294
H -1.64042 -3.22625 -3.76819 0.1299
C -0.39796 -2.56833 -2.13669 -0.1850
H 0.96189 -8.44303 -2.13450 0.0925
C -1.40595 2.68948 3.84212 -0.2521
H 0.04971 4.17358 1.13852 0.1061
C 0.76627 3.90881 -3.75973 -0.0446
Ta -0.23265 1.12314 0.30369 1.9057
C -1.27982 3.30032 2.58563 -0.0399
N -0.72248 -0.17274 2.08157 0.0028
C -1.47479 -1.84853 4.18813 0.0102
O -0.87358 -1.29017 -1.84840 0.1552
O 3.04836 5.05686 2.27945 -0.1737
H -2.17136 3.54531 2.01698 0.1273
O 2.38181 3.33619 0.62003 -0.1728
C -0.15873 -4.67318 -3.14087 -0.0070
H 5.35664 2.12448 1.30325 0.1321
C 1.31290 -4.07214 -1.32546 0.0741
C 2.76253 -6.52400 -1.47122 -0.0664
H -3.48761 -1.54762 3.42730 0.1361
H 3.52916 -5.77357 -1.67687 0.0901
H 4.07937 1.73298 -0.57424 0.1469
N 3.71018 2.61494 2.52312 -0.1000
H 2.55448 -7.55585 -3.91702 0.0915
O 1.40843 1.68943 -0.72290 -0.1366
C 2.03941 -6.59693 -3.84469 -0.0412
C -3.28156 1.30243 -0.42468 -0.2020
C 1.56041 -6.37600 -2.40415 -0.5609
C -0.24944 2.45067 4.57850 -0.0043
C -4.65058 1.06977 -0.57776 0.0192
C 0.52304 -7.44860 -2.03919 -0.0379
H 3.64713 0.20368 0.19358 0.1468
C 3.62900 1.28724 0.31036 -0.0336
H -0.20536 6.62918 -1.99327 0.1157
C -0.08571 5.58894 -2.26474 -0.0519
C 0.90194 -5.00111 -2.28041 -0.1483
H -0.32690 1.99497 5.55793 0.1312
C -5.28573 1.64603 -1.65173 -0.0373
H -0.47304 -5.39835 -3.87890 0.1165
H 4.61070 0.79237 2.18114 0.1288
C 0.18569 2.91437 -2.98747 -0.0287
C -0.03500 3.67180 2.09545 -0.0861
H -1.76137 -2.50196 5.00098 0.1328
H 1.09305 6.01419 -4.00232 0.1155
H 2.47522 -6.45396 -0.41984 0.0851
H 1.22026 -0.43158 2.72488 0.1193
H 2.73518 -5.81505 -4.15427 0.0944
C 0.63896 5.24265 -3.39552 -0.0567
C -0.67397 4.59860 -1.48985 -0.0431
H 2.12798 -4.27037 -0.64553 0.1191
H 4.29483 2.93049 3.28822 0.1412
C 4.40568 1.67906 1.58704 -0.1113
C 0.63941 -2.87006 -1.28369 -0.1711
H 1.31726 3.64034 -4.65105 0.1168
C 0.19135 -0.69105 2.91980 -0.0755
H 0.63935 -1.91138 4.60370 0.1276
S 2.64568 3.71893 2.05734 0.8002
N -2.48267 0.73758 0.55487 -0.0370
H 3.21403 -7.50519 -1.61695 0.0918
H 0.28199 1.87021 -3.25720 0.1259
H -5.06690 2.86897 -3.40080 0.1266
```

Properties
**2S+1**: 1
**LUMO level**: -0.28803 Ha
**Total charge**: +2
**Highest occupied orbital energy**: -12.84 eV


ORCA calculation (ωB97M-V with the def2-TZVPD basis set) on a cluster of 2 separate species, C37H37Br2N2 in total.

Geometry as XYZ:
```
78
Properties=species:S:1:pos:R:3:lowdin_charge:R:1
C 4.95367 -4.24323 3.63095 -0.0503
N 0.87158 -4.20897 -0.35280 0.0318
H 0.56672 3.04736 1.65275 0.1162
C -1.78194 3.90334 3.97313 -0.6667
H 4.23686 -2.25644 -0.85920 0.0815
C -6.22287 -0.95922 -0.28509 -0.0494
H -3.51452 -3.74862 -3.69384 0.0981
H -1.78768 -5.39004 -1.84162 0.1319
C -4.42370 -1.96514 -1.72285 -0.0062
C -0.98939 -4.83262 -1.37995 -0.0370
C 0.52256 1.13240 -2.60893 -0.1990
H -1.20439 -2.79352 1.87481 0.0644
H 0.08028 2.48121 -0.28582 0.1063
C 3.10448 -3.55487 0.36736 -0.2092
C -2.89185 -2.62912 0.51946 -0.1988
C -0.58845 3.94889 3.23233 -0.0977
H 0.81356 -6.70153 2.75390 0.0852
C 3.94934 -4.32438 2.51896 -0.2600
H 0.71220 -6.20128 -1.15215 0.1316
C -4.87929 -1.60670 -0.45194 -0.2653
H -2.18620 -4.27553 1.75885 0.0884
C 1.83369 -5.19119 1.67161 -0.1777
H 0.49324 -6.76198 1.01310 0.0756
C -1.13612 1.12557 0.79463 0.0443
C -2.40598 -2.87621 -0.77718 -0.1322
H 1.19679 -1.68320 0.66303 0.0632
H -0.57214 -1.17826 0.13622 -0.0017
C -2.22452 -3.17435 1.74677 -0.0301
H -1.17317 0.08782 -1.75717 0.1291
H 3.46748 2.79500 -3.22001 0.1113
H 5.74492 -3.53357 3.37350 0.0760
H 1.31856 0.05785 -5.77320 0.1106
H 4.48305 -3.90613 4.56435 0.0880
H -0.46810 -0.15160 -4.04743 0.1216
C -0.43833 1.52025 -0.34003 -0.0635
C 2.84199 -5.16649 2.64142 0.0019
H 4.99910 -2.96615 1.20906 0.1191
C -1.32629 2.01615 1.91513 -0.2007
C -2.52517 1.99167 2.68037 0.0011
H -7.03224 -1.62966 -0.60764 0.0920
H -1.68982 0.18811 0.80821 0.1094
C 2.52118 1.41052 -4.58659 -0.6574
C 1.95938 -4.33464 0.56149 -0.1336
C 2.61556 2.14146 -3.38991 -0.0931
C 0.41001 0.47232 -3.86500 0.0081
C -0.41781 0.85680 -1.56520 0.0504
C -3.20252 -2.61492 -1.90654 -0.2005
H -6.30106 -0.04504 -0.88652 0.0853
H 0.15075 4.71796 3.44143 0.1097
Br -2.06111 5.13387 5.37556 0.7986
H -4.42233 -1.62847 1.66062 0.1169
H -1.80304 -3.42597 -3.35696 0.0671
Br 3.88948 1.53817 -5.87925 0.8122
H -5.03479 -1.74798 -2.59912 0.1294
C 0.03236 -3.10835 -0.35349 -0.2748
H 2.74250 -5.81555 3.51428 0.1246
C 4.09787 -3.56637 1.35219 0.0067
H -3.70038 2.94139 4.22298 0.1096
C -0.36234 3.01299 2.22415 -0.0086
C 3.27691 -2.78017 -0.89655 -0.0376
N -1.14782 -3.52364 -0.95278 0.0193
H -3.28417 1.24468 2.44048 0.1190
C -4.08734 -1.91096 0.65833 -0.0107
C 0.23129 -1.88710 0.22689 0.0458
H -0.28860 -5.52298 2.03079 0.0755
H -2.80852 -2.85952 2.62286 0.0844
H 1.70805 2.57770 -1.48459 0.1150
C -2.76144 2.93854 3.67624 -0.0978
C 1.40104 0.59479 -4.83342 -0.0941
H 3.29931 -3.44266 -1.77250 0.0957
C 1.62379 2.01796 -2.41777 0.0122
C 0.23961 -5.24353 -1.01284 -0.0468
H 5.41015 -5.22124 3.83075 0.0882
H 2.48130 -2.04342 -1.04270 0.0571
C -2.80800 -3.00543 -3.29400 -0.0401
H -6.39262 -0.70149 0.76497 0.0761
C 0.64485 -6.08230 1.86267 -0.0284
H -2.86029 -2.13324 -3.96042 0.0836
```

Properties
**2S+1**: 1
**LUMO level**: -0.19738 Ha
**Total charge**: +1
**Highest occupied orbital energy**: -9.06 eV


| no. | calculated total energy (eV) |
| --- | --- |
| 1 | -125323.27490 |
| 2 | -71757.69549 |
| 3 | -182027.30642 |